Below is an isolated molecule of C3H5N3O4 in a non-equilibrium geometry, with properties calculated with wB97M-V/def2-TZVPD.

```
15
Properties=species:S:1:pos:R:3:forces:R:3:nbo_charge:R:1
C 0.864686 -0.820631 0.926650 -0.561 2.999 -5.416 -0.015
N -0.181668 -0.338991 0.322352 -1.072 -0.048 1.925 -0.461
C -0.325677 0.497977 -0.926539 2.112 -2.248 -1.787 -0.302
C -1.705747 1.283813 -1.438919 1.458 -2.187 3.827 0.101
N -1.492180 2.509708 -2.125523 -0.098 -0.028 -1.259 0.492
O -2.419674 2.924302 -2.787514 -0.298 0.336 0.197 -0.341
O -0.369087 2.986642 -2.131293 0.035 -0.044 0.351 -0.389
N -2.877178 1.099658 -0.777960 -0.459 -0.395 -0.638 0.432
O -3.946766 1.682717 -0.814460 1.617 0.212 -0.419 -0.321
O -2.983632 0.003675 0.059644 -0.569 -0.067 0.127 -0.511
H 1.828474 -0.715834 0.383027 -0.066 0.029 0.483 0.133
H 0.953123 -1.264965 1.862887 -0.936 -0.960 1.517 0.191
H -0.001520 -0.290857 -1.760515 -1.107 1.730 1.240 0.227
H 0.534301 1.192808 -0.958211 -0.915 0.152 0.015 0.257
H -2.274554 -0.656684 -0.000907 0.861 0.520 -0.160 0.507
```
Positions in Å, forces in eV/Å.

charge: 0
electronic energy: -582.2217 hartree
structure (SMILES): C=NC/C([N+](=O)[O-])=[N+](/[O-])O
E_LUMO: -0.87 eV
gap between HOMO and LUMO: 9.12 eV
largest force on an atom: 6.22 eV/A
energy relative to the best compared isomer or geometry (same formula, charge and spin): 9.475 eV

Below is a structure of composition C24H21FINOPtSi, with properties calculated with wB97M-V/def2-TZVPD.

```
51
Properties=species:S:1:pos:R:3:forces:R:3:nbo_charge:R:1
Pt -0.428565 1.231211 -0.282745 -0.186 0.000 0.022 -0.133
O -0.612834 -0.789972 0.309919 -0.017 -0.112 0.032 -1.283
F -1.518517 3.994981 -6.332290 -0.001 0.000 0.005 -0.372
C -1.214752 3.805657 -5.002049 0.002 0.000 -0.004 0.328
C 0.072090 4.021086 -4.569059 -0.014 -0.002 0.002 -0.300
C 0.361203 3.835294 -3.218703 0.022 -0.032 -0.001 -0.238
C -0.604425 3.421350 -2.293615 -0.007 0.008 -0.037 0.029
C -0.305283 3.212240 -0.853628 -0.015 -0.005 -0.023 -0.779
C -1.896624 3.196658 -2.801958 -0.012 0.030 0.040 -0.202
C -2.210511 3.393334 -4.135801 0.001 -0.001 -0.012 -0.296
H 0.834086 4.329759 -5.275303 0.000 0.001 0.002 0.199
H 1.375593 3.997892 -2.869038 -0.012 0.005 -0.007 0.198
H -1.005540 3.809211 -0.252668 -0.015 -0.043 0.027 0.188
H 0.708013 3.585270 -0.636069 -0.013 0.021 0.002 0.173
H -2.648217 2.816384 -2.118626 0.005 0.003 -0.011 0.229
H -3.208214 3.204317 -4.513883 0.003 0.001 -0.002 0.205
I 5.457389 1.835001 -0.769276 -0.009 -0.016 0.000 0.036
C 4.379905 0.082199 -0.226927 -0.063 -0.042 0.030 0.127
C 5.107276 -1.076273 0.000585 0.042 -0.057 0.006 -0.328
C 4.376236 -2.199561 0.361224 -0.025 0.033 -0.001 -0.183
C 2.998226 -2.102439 0.470261 0.051 0.002 0.004 -0.261
C 2.376898 -0.884710 0.213893 -0.130 0.047 -0.080 0.054
N 3.084390 0.199287 -0.135211 0.285 0.070 -0.001 -0.428
H 6.182686 -1.092443 -0.102305 -0.001 -0.013 0.006 0.213
H 4.882415 -3.139044 0.552610 0.019 0.004 -0.004 0.199
H 2.394902 -2.956690 0.746701 -0.028 0.012 -0.004 0.218
H 1.289044 -0.762045 0.263807 -0.029 -0.026 0.029 0.319
C -4.296294 -1.476657 4.109402 0.023 -0.011 0.009 -0.262
C -5.008062 -0.810731 3.120569 -0.019 0.015 -0.012 -0.244
C -4.383901 -0.469464 1.924541 -0.010 -0.026 0.034 -0.216
C -3.047723 -0.782090 1.672386 -0.024 0.016 -0.032 -0.412
C -2.351773 -1.447430 2.686147 -0.008 0.006 0.006 -0.145
C -2.959809 -1.792084 3.887261 -0.013 0.008 -0.003 -0.250
Si -2.177588 -0.369863 -0.006641 0.139 0.130 0.000 1.507
C -2.718380 -1.807051 -1.187222 -0.021 0.005 -0.003 -0.412
C -1.834535 -2.843272 -1.501032 0.001 -0.021 -0.013 -0.144
C -2.209836 -3.904553 -2.317332 -0.010 0.023 0.009 -0.262
C -3.496384 -3.960327 -2.841480 0.020 -0.021 -0.006 -0.259
C -4.393509 -2.942061 -2.546143 -0.022 0.017 0.001 -0.233
C -3.999668 -1.882592 -1.735401 0.014 -0.039 -0.015 -0.219
H -4.775260 -1.742259 5.046516 -0.002 -0.001 0.002 0.181
H -6.050094 -0.552178 3.285411 0.002 -0.001 -0.001 0.182
H -4.944251 0.063735 1.161545 0.007 0.002 -0.008 0.206
H -1.307325 -1.675602 2.504961 0.018 -0.002 -0.003 0.221
H -2.391659 -2.304837 4.657827 0.000 -0.001 0.002 0.181
H -3.307881 0.580377 -0.488557 0.049 -0.007 0.001 -0.303
H -0.832599 -2.784451 -1.089412 -0.001 0.004 0.004 0.221
H -1.498429 -4.691067 -2.551292 0.004 0.001 0.002 0.183
H -3.792920 -4.786473 -3.480114 -0.007 0.004 0.001 0.181
H -5.398910 -2.971034 -2.955977 0.002 -0.001 0.000 0.181
H -4.702081 -1.080590 -1.525212 0.006 0.010 0.006 0.205
```
Positions in Å, forces in eV/Å.

charge: -2
electronic energy: -1863.5218 hartree
E_LUMO: 3.73 eV
gap between HOMO and LUMO: 3.90 eV
largest force on an atom: 0.29 eV/A
energy relative to the best compared isomer or geometry (same formula, charge and spin): 0.000 eV

The lowest charge belongs to which entry? C24H21FINOPtSi